Entry 1:
{
  "formula": "CH2Cl3NO2S",
  "method": "ωB97M-V/def2-TZVPD",
  "symbols": ["C", "N", "O", "O", "S", "Cl", "Cl", "Cl", "H", "H"],
  "positions_angstrom": [[1.0541, 0.3229, 1.3560], [-0.6118, -0.7775, -0.3382], [0.3420, 0.7136, -2.2826], [-1.9405, 0.4447, -2.5893], [-0.7184, -0.2596, -2.5757], [0.7816, 0.3424, 3.0885], [-0.4408, 0.6426, 0.3769], [-1.4988, -1.9089, 0.6604], [1.1994, -0.6784, 1.1560], [1.8332, 1.1581, 1.1481]],
  "atomic_forces_ev_per_a": [[0.9, 3.7, 1.2], [-0.4, -1.7, -0.7], [0.2, -1.6, -0.7], [-2.6, 0.0, -0.5], [2.4, 1.8, 0.7], [-0.3, 0.3, 0.4], [0.1, 1.0, 1.1], [0.0, 0.2, -0.1], [0.9, -1.8, -1.2], [-1.3, -1.9, -0.1]],
  "relative_energy_kj_mol": 426.5,
  "fmax_ha_per_bohr": 0.07866,
  "homo_lumo_gap_ha": 0.34258,
  "e_lumo_ev": -0.3,
  "charge": 0,
  "homo_energy_ha": -0.3524
}

---

Entry 2:
{
  "formula": "C21H28Cl12F2O",
  "method": "ωB97M-V/def2-TZVPD",
  "symbols": ["F", "C", "C", "C", "C", "C", "C", "H", "H", "H", "H", "H", "F", "C", "C", "C", "C", "C", "C", "H", "H", "H", "H", "H", "C", "C", "C", "O", "H", "H", "H", "H", "H", "H", "Cl", "C", "Cl", "H", "H", "Cl", "C", "Cl", "H", "H", "Cl", "C", "Cl", "H", "H", "Cl", "C", "Cl", "H", "H", "Cl", "C", "Cl", "H", "H", "Cl", "C", "Cl", "H", "H"],
  "positions_angstrom": [[0.8153, 1.3423, -2.9522], [0.6071, 0.7845, -1.7448], [-0.5764, 1.0676, -1.0790], [-0.7932, 0.5084, 0.1669], [0.1549, -0.3129, 0.7519], [1.3413, -0.5709, 0.0798], [1.5687, -0.0435, -1.1863], [-1.1983, 1.7359, -1.6672], [-1.7623, 0.6691, 0.6192], [0.0270, -0.9108, 1.6459], [1.9693, -1.3516, 0.4918], [2.4948, -0.2968, -1.6836], [-0.2778, -0.3167, 4.2405], [-0.4276, -1.6498, 4.3051], [0.6579, -2.4916, 4.1900], [0.4823, -3.8453, 3.9980], [-0.8004, -4.3901, 4.0632], [-1.8806, -3.5301, 4.2799], [-1.6998, -2.1476, 4.4010], [1.6021, -1.9899, 3.9958], [1.3119, -4.5242, 3.8544], [-0.9796, -5.4521, 3.9801], [-2.9039, -3.8652, 4.1702], [-2.6060, -1.5581, 4.4128], [-4.5062, 1.8282, 1.2857], [-5.9635, 1.4675, 1.0586], [-6.5753, 0.4339, 1.9758], [-6.5354, 1.8553, 0.0629], [-4.1068, 2.5092, 0.5433], [-3.8937, 0.9275, 1.1992], [-4.5463, 2.2147, 2.3080], [-6.4236, 0.6425, 3.0320], [-6.1834, -0.5139, 1.6037], [-7.6527, 0.4139, 1.8102], [-3.7853, 2.4792, -3.6005], [-4.3216, 1.0350, -2.7136], [-4.1302, -0.4435, -3.7081], [-3.7683, 0.9558, -1.7858], [-5.3865, 1.0580, -2.5155], [3.9803, -3.0149, 0.9394], [5.2678, -2.0183, 1.6146], [4.6396, -0.8067, 2.7721], [6.0408, -2.6231, 2.0706], [5.6662, -1.4391, 0.7897], [7.9840, -1.4186, -1.3185], [6.7725, -0.5036, -2.2332], [5.1585, -1.1056, -2.0270], [6.9123, 0.5193, -1.8927], [7.0131, -0.5005, -3.2928], [2.8873, 4.6608, -4.3218], [3.4461, 3.3242, -3.3043], [3.9967, 1.9999, -4.3565], [4.2896, 3.5982, -2.6845], [2.5916, 2.9315, -2.7664], [-1.6237, 3.6271, 0.9225], [-0.5307, 4.4850, -0.1961], [-0.4929, 6.2477, 0.1065], [0.4368, 4.0615, 0.0377], [-0.8783, 4.3685, -1.2130], [1.3010, -3.4779, -5.5373], [1.2742, -1.9616, -4.6578], [2.9229, -1.2941, -4.4284], [0.7173, -1.2449, -5.2471], [0.8791, -2.1387, -3.6653]],
  "atomic_forces_ev_per_a": [[0.0, 0.0, -0.2], [0.3, -0.4, 0.9], [0.9, 0.2, -1.1], [-0.7, -0.1, 0.1], [0.4, -0.5, -0.3], [-0.6, -0.4, -0.4], [0.4, 0.0, 0.2], [-0.6, -0.1, 0.6], [0.1, 0.0, 0.3], [-0.5, 0.5, 0.2], [0.4, 0.4, -0.1], [-0.1, 0.2, -0.3], [0.4, 0.2, 0.2], [-0.5, -0.2, 0.2], [0.8, 1.0, -1.1], [-0.6, -0.8, 0.6], [-0.4, 0.6, 0.4], [0.3, 0.2, -0.6], [-0.8, -1.1, -0.4], [0.2, -0.3, 0.3], [0.2, 0.2, -0.1], [0.1, 0.0, -0.2], [0.0, -0.3, 0.4], [0.3, 0.5, 0.2], [-0.8, -0.3, 0.3], [0.6, -0.3, -1.4], [-0.7, 0.6, -0.4], [-0.3, 0.1, 0.3], [-0.4, 0.4, 0.1], [-0.1, -0.1, 0.5], [1.0, 0.1, -0.1], [0.5, -0.4, 0.0], [0.2, -0.2, 0.6], [0.0, 0.0, -0.1], [-0.1, -0.2, 0.3], [-0.4, -0.4, -0.5], [0.3, 0.2, 0.3], [0.2, -0.1, -0.1], [0.0, 0.5, 0.1], [0.1, -0.3, 0.2], [-0.1, 0.8, -0.3], [0.1, -0.4, 0.0], [-0.2, -0.1, 0.2], [0.1, -0.1, 0.0], [0.0, -0.3, -0.1], [0.9, 0.8, -0.3], [-0.3, 0.0, 0.3], [-0.6, 0.0, 0.1], [0.1, -0.4, 0.1], [0.1, 0.2, 0.3], [-0.2, -0.5, -0.7], [0.2, -0.1, 0.1], [-0.2, 0.3, 0.1], [0.1, 0.2, 0.2], [-0.1, 0.4, -0.2], [-0.2, 0.4, 0.7], [0.0, -0.4, 0.0], [0.2, 0.2, -0.4], [0.1, -0.3, 0.0], [0.0, -0.3, -0.1], [0.6, 0.3, 0.0], [-0.4, -0.2, -0.1], [-0.1, 0.1, 0.2], [-0.2, 0.1, -0.1]],
  "smiles": "Fc1ccccc1.Fc1ccccc1.CC(C)=O.ClCCl.ClCCl.ClCCl.ClCCl.ClCCl.ClCCl",
  "fmax_ha_per_bohr": 0.03232,
  "homo_lumo_gap_ha": 0.36183,
  "e_lumo_ev": 0.3,
  "charge": 0,
  "homo_energy_ha": -0.3512
}

---

Entry 3:
{
  "formula": "C3H3N3O",
  "method": "ωB97M-V/def2-TZVPD",
  "symbols": ["N", "C", "N", "N", "O", "C", "C", "H", "H", "H"],
  "positions_angstrom": [[2.4709, 0.1078, 0.2333], [1.4611, -0.5792, 0.0916], [0.1090, 1.7869, -0.1054], [-0.4893, 0.7892, -0.0581], [-2.5357, 0.3935, 0.9806], [-1.8758, 0.3289, -0.0035], [0.2139, -0.8918, -0.0021], [2.9738, 0.2964, -0.6311], [-2.0853, -0.2132, -0.9381], [-0.3161, -1.8322, 0.1190]],
  "atomic_forces_ev_per_a": [[-0.3, -0.4, -0.1], [0.4, 0.3, 0.0], [-0.7, -1.1, 0.0], [0.7, 0.5, 0.1], [0.3, 0.1, -0.6], [-0.6, 0.0, 0.4], [0.4, 0.1, 0.1], [0.1, 0.0, 0.0], [-0.2, 0.1, 0.1], [0.1, 0.5, -0.1]],
  "relative_energy_kj_mol": 518.3,
  "fmax_ha_per_bohr": 0.02562,
  "homo_lumo_gap_ha": 0.32721,
  "e_lumo_ev": -0.1,
  "charge": 0,
  "homo_energy_ha": -0.3313
}

---

Entry 4:
{
  "formula": "C2H8NS",
  "method": "ωB97M-V/def2-TZVPD",
  "symbols": ["S", "H", "C", "N", "C", "H", "H", "H", "H", "H", "H", "H"],
  "positions_angstrom": [[-0.9334, 1.8861, -0.5199], [-0.1600, 2.7702, 0.1427], [-0.6430, -1.2200, -0.0287], [0.6622, -1.7917, 0.4050], [1.6758, -0.7011, 0.4467], [-1.0954, -0.5831, 0.7274], [-1.2716, -2.1158, -0.0336], [-0.5109, -0.6919, -0.9605], [0.5685, -2.0692, 1.3741], [2.3137, -0.8548, -0.4174], [1.1962, 0.2853, 0.4543], [2.2158, -0.5862, 1.3952]],
  "atomic_forces_ev_per_a": [[0.1, 0.7, 0.1], [-0.1, 0.0, -0.1], [0.3, -1.9, 1.3], [0.5, 1.1, 0.6], [-0.6, 0.4, 0.3], [0.2, 0.5, -0.2], [-0.4, 0.1, -0.8], [-0.3, -0.1, -0.1], [-0.3, -0.3, 0.0], [0.4, 0.5, 0.1], [-0.1, -0.1, -0.8], [0.4, -1.0, -0.1]],
  "relative_energy_kj_mol": 102.2,
  "fmax_ha_per_bohr": 0.04548,
  "homo_lumo_gap_ha": 0.24724,
  "e_lumo_ev": 4.3,
  "charge": -1,
  "homo_energy_ha": -0.0903
}

---

Entry 5:
{
  "formula": "C12H24AsCuN3OPS4",
  "method": "ωB97M-V/def2-TZVPD",
  "symbols": ["Cu", "C", "C", "C", "C", "C", "C", "H", "H", "H", "H", "H", "H", "S", "As", "S", "S", "S", "C", "N", "C", "P", "O", "N", "C", "C", "N", "C", "C", "H", "H", "H", "H", "H", "H", "H", "H", "H", "H", "H", "H", "H", "H", "H", "H", "H", "H"],
  "positions_angstrom": [[-0.8230, -0.5007, 2.0424], [-1.2551, 2.2291, 3.9989], [-1.2637, 0.9244, 4.4159], [-1.9625, -0.0652, 3.6771], [-2.6856, 0.3261, 2.5311], [-2.6925, 1.6874, 2.1456], [-1.9766, 2.6182, 2.8513], [-0.7004, 2.9703, 4.5606], [-0.7295, 0.6288, 5.3091], [-2.0965, -1.0491, 4.1057], [-3.3780, -0.3619, 2.0611], [-3.2823, 1.9901, 1.2892], [-1.9766, 3.6547, 2.5385], [3.8827, -2.5148, 0.7919], [2.5195, -4.1260, 0.8971], [0.4444, -3.4008, 1.6349], [0.8250, -1.7935, 2.8932], [3.0831, -5.8515, 1.9591], [-0.0087, 1.5343, -3.4140], [-0.5320, 1.2423, -2.0978], [-1.3818, 2.2804, -1.5535], [0.1072, 0.0430, -1.1322], [-0.7779, -0.0371, 0.0712], [1.6802, 0.3288, -0.7773], [2.1657, 0.6870, 0.5520], [2.7533, 0.1336, -1.7440], [0.1086, -1.2488, -2.1619], [-1.1668, -1.5872, -2.7904], [0.8708, -2.4549, -1.8044], [0.6218, 2.4324, -3.4104], [-0.8316, 1.7057, -4.1171], [0.5785, 0.6979, -3.7854], [-0.8665, 3.2490, -1.5387], [-1.6719, 2.0243, -0.5386], [-2.2875, 2.3905, -2.1612], [1.3398, 0.8101, 1.2454], [2.7223, 1.6299, 0.4940], [2.8061, -0.1041, 0.9453], [2.3777, -0.2985, -2.6680], [3.4958, -0.5528, -1.3278], [3.2434, 1.0862, -1.9742], [-1.7613, -0.6913, -2.9589], [-1.7378, -2.2776, -2.1624], [-0.9797, -2.0694, -3.7531], [1.7121, -2.2298, -1.1527], [1.2506, -2.9240, -2.7160], [0.2373, -3.1654, -1.2705]],
  "atomic_forces_ev_per_a": [[0.6, -0.4, -0.3], [0.0, 0.1, -0.1], [0.0, -0.1, 0.0], [-0.4, 0.3, 0.3], [-0.3, 0.3, 0.2], [0.0, -0.1, 0.0], [0.1, 0.0, 0.1], [0.0, 0.0, 0.0], [0.0, 0.0, 0.0], [0.1, 0.0, 0.0], [0.1, 0.0, -0.1], [0.0, 0.0, 0.0], [0.0, 0.0, 0.0], [-0.1, -0.1, -0.1], [0.0, -0.1, 0.0], [0.3, 0.0, 0.1], [-0.3, 0.1, 0.0], [0.0, 0.0, 0.0], [0.0, 0.0, 0.0], [-0.2, 0.0, -0.1], [0.0, 0.0, 0.0], [0.0, 0.1, 0.1], [0.2, 0.2, 0.0], [0.0, -0.3, 0.0], [-0.1, 0.2, 0.1], [0.1, 0.0, 0.0], [-0.1, -0.2, 0.1], [0.1, 0.0, -0.1], [0.0, 0.0, -0.1], [0.0, 0.0, 0.0], [0.0, 0.0, 0.0], [0.0, 0.0, 0.0], [0.0, 0.0, 0.0], [0.0, 0.0, 0.0], [0.0, 0.0, 0.0], [-0.1, 0.0, 0.0], [0.0, 0.0, 0.0], [0.0, 0.0, 0.0], [0.0, 0.0, 0.0], [0.0, 0.0, 0.0], [0.0, 0.0, 0.0], [0.0, 0.0, 0.0], [0.0, 0.0, 0.0], [0.0, 0.0, 0.0], [0.0, 0.1, 0.0], [0.0, 0.0, 0.0], [0.0, 0.0, 0.0]],
  "spin_multiplicity": 2,
  "fmax_ha_per_bohr": 0.01584,
  "homo_lumo_gap_ha": [0.20173, 0.22364],
  "e_lumo_ev": [2.4, 2.4],
  "charge": -1,
  "s_squared": 0.76,
  "homo_energy_ha": [-0.1144, -0.1364]
}

---

Entry 6:
{
  "formula": "C5H20O5Tl",
  "method": "ωB97M-V/def2-TZVPD",
  "symbols": ["Tl", "C", "O", "H", "H", "H", "H", "C", "O", "H", "H", "H", "H", "C", "O", "H", "H", "H", "H", "C", "O", "H", "H", "H", "H", "C", "O", "H", "H", "H", "H"],
  "positions_angstrom": [[-35.6216, 9.9227, -9.0078], [-38.2289, 10.9036, -7.9554], [-36.9669, 11.4611, -8.1079], [-38.6713, 11.3257, -7.0530], [-38.8494, 11.2103, -8.7974], [-38.1661, 9.8160, -7.9190], [-37.1611, 12.4001, -8.1544], [-35.0386, 9.4489, -12.3142], [-35.6999, 9.4704, -11.0680], [-34.0354, 9.8748, -12.2996], [-34.9993, 8.4280, -12.6941], [-35.6563, 9.9314, -13.0716], [-36.4683, 8.8996, -11.1413], [-32.7387, 9.8038, -10.3513], [-33.7834, 10.6625, -9.9342], [-33.2088, 8.8598, -10.6269], [-32.3329, 10.1771, -11.2915], [-32.0004, 9.7067, -9.5553], [-33.4413, 11.5594, -9.9475], [-35.2411, 12.6821, -7.3760], [-34.6427, 11.5600, -7.9891], [-36.1428, 12.4993, -6.7916], [-34.5491, 13.1699, -6.6894], [-35.5964, 13.3725, -8.1409], [-33.7884, 11.4320, -7.5703], [-35.0005, 7.1357, -9.0912], [-34.6718, 8.1948, -9.9256], [-34.8629, 7.4750, -8.0645], [-35.9978, 6.7192, -9.2331], [-34.3100, 6.3048, -9.2362], [-34.1086, 7.9326, -10.6574]],
  "atomic_forces_ev_per_a": [[0.7, 2.0, 0.1], [-3.1, -0.6, 0.1], [-0.9, -1.7, -1.5], [-0.2, -0.5, 0.2], [-0.3, -0.3, 0.0], [-0.1, -0.1, 0.2], [0.6, 0.5, -0.8], [0.3, 0.5, -3.0], [-4.1, 2.4, -2.0], [-0.6, 0.1, 0.2], [0.2, -0.4, 0.4], [0.2, 0.5, 0.1], [-0.4, -0.3, -0.7], [1.4, -0.8, -1.3], [0.8, 0.3, -0.7], [2.2, 1.5, 0.3], [0.5, 0.3, 0.3], [0.1, -0.2, -0.3], [-0.1, 0.5, 0.1], [-0.6, 3.0, 2.1], [0.6, -0.1, 1.2], [1.3, -0.3, 0.7], [0.3, 0.0, -0.4], [0.7, 0.3, -0.2], [0.6, -0.3, 0.2], [0.3, -2.9, 1.6], [0.4, -3.1, 3.2], [-0.1, -0.1, 0.4], [-0.2, 0.3, -0.2], [0.0, -0.1, 0.2], [-0.6, -0.5, -0.4]],
  "fmax_ha_per_bohr": 0.10071,
  "homo_lumo_gap_ha": 0.23639,
  "e_lumo_ev": -15.9,
  "charge": 3,
  "homo_energy_ha": -0.8199
}

---

These records have E values of -55051.5859, -179982.0076, -9672.0821, -14529.0338, -177464.1199, -20399.3168 eV, in the order they appear.